1.
The following is a DFT calculation (ωB97M-V/def2-TZVPD) of a molecular structure, C55H42IN4O3P2SV.

Geometry as XYZ:
```
109
Properties=species:S:1:pos:R:3:forces:R:3
V -0.397096 -0.007719 -0.383100 -0.284 2.726 1.914
I -1.863357 0.075157 2.301452 -0.777 -0.322 0.747
C -3.936548 0.579099 2.217378 0.377 -0.637 0.458
C -4.716367 -0.098872 3.138161 1.077 0.191 -0.540
C -6.071764 0.167657 3.270353 -0.786 0.509 -0.272
C -6.639824 1.144163 2.493044 0.072 -0.411 0.401
C -5.875378 1.863869 1.555012 0.185 -0.010 -0.050
C -6.487247 2.907353 0.835941 0.233 0.332 -0.313
C -5.760661 3.666849 -0.048395 -0.785 -0.117 0.416
C -4.438163 3.339214 -0.295030 0.585 -0.607 0.447
C -3.793970 2.287774 0.352295 -0.369 0.547 -0.413
P -2.109928 1.990431 -0.356132 0.101 0.576 -0.560
C -2.628306 1.978619 -2.111635 -0.017 -0.096 -0.031
C -1.872476 2.510107 -3.151376 0.006 0.157 0.207
C -2.237999 2.286949 -4.467217 -0.052 0.117 -0.159
C -3.344436 1.513219 -4.769293 0.000 0.018 -0.030
C -4.084172 0.951683 -3.742240 -0.087 -0.044 -0.146
C -3.728369 1.180300 -2.428667 -0.018 0.078 0.157
C -1.503949 3.666144 0.093180 0.228 -0.069 -0.035
C -1.179131 3.794908 1.444377 -0.076 -0.038 0.005
C -0.702273 4.986046 1.951406 0.004 0.015 0.098
C -0.513712 6.069438 1.111621 -0.046 0.062 -0.035
C -0.851741 5.958073 -0.224183 0.047 0.160 -0.025
C -1.353158 4.772473 -0.734250 -0.066 -0.197 -0.026
C -4.484272 1.562612 1.359326 -0.330 0.176 -0.108
H -4.248275 -0.839332 3.767942 0.044 -0.074 0.069
H -6.659985 -0.374163 3.995674 -0.069 -0.052 0.049
H -7.685687 1.394380 2.596060 -0.115 0.013 0.031
H -7.533408 3.112871 1.018281 -0.064 0.028 0.014
H -6.211500 4.507392 -0.557834 -0.062 -0.010 -0.059
H -3.889744 3.917690 -1.025457 -0.016 -0.024 -0.021
H -0.976080 3.071558 -2.938168 0.054 0.050 -0.005
H -1.643609 2.708172 -5.264816 0.087 0.026 -0.029
H -3.615518 1.330927 -5.799630 -0.017 -0.010 -0.071
H -4.938573 0.331257 -3.970505 -0.079 -0.091 0.020
H -4.310513 0.729132 -1.634067 -0.041 -0.028 -0.015
H -1.299353 2.948475 2.108474 0.032 -0.030 0.008
H -0.454311 5.062524 2.999706 0.057 -0.019 0.109
H -0.101764 6.989963 1.496569 0.040 0.098 0.024
H -0.698188 6.797930 -0.884845 -0.008 0.079 -0.099
H -1.614059 4.724812 -1.781418 0.032 -0.060 -0.047
O -0.354975 -2.356593 0.586025 -0.578 -1.152 0.691
C 0.479833 -1.724008 -0.045000 1.382 -0.229 -0.326
C 1.801167 -2.356585 -0.310627 0.482 -0.661 0.168
C 1.893592 -3.751093 -0.273835 -0.012 0.006 -0.050
C 3.108930 -4.385704 -0.424205 -0.134 -0.095 0.005
C 4.263546 -3.630204 -0.577399 0.149 0.077 -0.009
C 4.183335 -2.251072 -0.624019 0.077 -0.198 0.000
C 2.955259 -1.603347 -0.522337 -0.445 -0.048 0.079
P 2.856617 0.227599 -0.696592 0.603 -0.245 -0.185
C 4.286728 0.573206 0.411556 -0.073 0.155 0.054
C 5.490324 1.188701 0.086300 -0.073 -0.074 -0.048
C 6.424292 1.456228 1.074105 0.169 0.078 0.087
C 6.168944 1.136429 2.396263 0.087 0.016 0.028
C 4.974026 0.517878 2.729194 0.053 -0.050 0.106
C 4.051922 0.232491 1.743494 0.036 0.016 -0.104
C 3.640429 0.355768 -2.345113 -0.018 -0.045 0.045
C 3.601639 -0.695578 -3.254994 0.031 0.018 0.061
C 4.111039 -0.539844 -4.530245 0.022 -0.033 -0.181
C 4.664195 0.668123 -4.918312 -0.001 -0.022 -0.143
C 4.660235 1.737495 -4.037080 0.048 0.105 -0.086
C 4.133014 1.589895 -2.768230 0.018 -0.073 0.016
H 0.982651 -4.315824 -0.124160 -0.042 0.003 0.067
H 3.163123 -5.466448 -0.409412 0.023 -0.066 0.010
H 5.223716 -4.120889 -0.664653 0.075 -0.005 -0.022
H 5.081451 -1.662367 -0.751289 0.084 0.018 -0.020
H 5.718341 1.447468 -0.938319 -0.014 -0.004 0.015
H 7.363644 1.923524 0.809313 0.032 0.046 -0.029
H 6.898764 1.361605 3.161543 0.036 0.029 0.043
H 4.766966 0.262687 3.760383 -0.025 -0.044 0.050
H 3.128796 -0.279547 1.976672 -0.092 -0.034 0.162
H 3.147014 -1.635142 -2.976330 0.014 -0.052 -0.001
H 4.061293 -1.363199 -5.230133 0.008 -0.052 -0.036
H 5.070470 0.783532 -5.914230 0.022 0.023 -0.055
H 5.050366 2.695122 -4.353101 0.022 0.088 0.014
H 4.066473 2.448229 -2.113995 0.018 0.088 0.068
S 0.076172 -0.135376 -4.810563 0.056 0.062 0.504
C 1.016349 1.211632 -4.283241 -0.204 -0.181 -0.284
C 0.983619 1.394158 -2.937889 0.138 0.169 -0.647
C 0.193838 0.444171 -2.239716 0.037 0.081 -0.941
C -0.383851 -0.426316 -3.143536 0.634 0.524 -0.676
C -1.417406 -1.288437 -2.706520 -0.494 -0.284 0.052
C -2.126517 -2.194323 -3.499266 -0.017 -0.065 0.123
C -3.143947 -2.935725 -2.937588 0.185 0.200 0.089
C -3.444552 -2.737155 -1.591185 -0.039 -0.032 -0.069
C -2.697593 -1.826425 -0.866570 -0.513 -0.390 0.030
N -1.703671 -1.115461 -1.390622 -1.168 -0.930 -0.982
H 1.529235 1.789077 -5.030746 0.215 0.149 -0.052
H 1.487567 2.222478 -2.465513 0.027 -0.091 -0.076
H -1.849123 -2.295005 -4.536966 -0.009 -0.052 -0.126
H -3.689876 -3.656535 -3.530821 -0.060 -0.019 -0.017
H -4.235983 -3.294232 -1.113608 -0.046 0.010 0.095
H -2.912658 -1.668636 0.183950 0.124 -0.009 -0.049
N 1.849231 2.351058 2.995676 -0.074 0.104 -0.148
C 1.591080 2.371694 1.646565 -0.114 -0.368 0.494
O 0.875310 1.456740 1.160450 -0.156 0.160 0.144
C 2.183931 3.438978 0.939272 -0.220 -0.477 0.060
C 2.998190 4.362685 1.587778 0.481 0.424 0.431
N 3.682007 5.116413 2.134774 0.079 0.143 0.211
C 1.925752 3.726300 -0.393645 -0.239 0.057 -0.799
N 1.754771 4.066282 -1.483965 0.037 0.134 -0.157
H 2.428312 3.069032 3.390344 0.059 0.003 0.156
H 1.422108 1.677062 3.604928 -0.024 0.011 -0.145
C 1.205805 -0.944459 3.950940 0.079 -0.038 0.170
O 0.799312 -0.806505 2.620607 0.060 0.398 -0.214
H 0.750994 -0.190050 4.607920 0.028 -0.006 0.071
H 2.297586 -0.902987 4.053648 -0.037 0.029 0.062
H 0.863793 -1.925984 4.283517 0.057 0.054 0.066
H 0.984087 0.090138 2.243273 0.039 -0.366 0.064
```
Positions in Å, forces in eV/Å.

Values from the calculation:
HOMO (alpha / beta) = -3.587 / -4.345 eV
2S+1 = 4
Charge = -1



2.
The following is a DFT calculation (ωB97M-V/def2-TZVPD) of 2 unconnected molecules or ions with the total composition C6H8N2O2.

Geometry as XYZ:
```
18
Properties=species:S:1:pos:R:3:forces:R:3
C -1.419345 -0.517068 -1.632452 1.769 -0.461 -0.182
C -1.202129 -1.576584 -0.756916 1.736 2.872 -0.167
C -0.168325 0.146433 -1.743772 0.690 1.395 0.040
C -0.402205 1.649988 1.086846 -2.749 -0.138 0.598
C 1.908310 -0.241235 -0.623294 -1.409 -2.308 2.997
C -0.287380 0.564879 1.860516 1.533 2.281 -0.802
N -0.019969 -1.536386 -0.095458 -0.492 -2.086 0.479
N 0.701351 -0.651524 -0.731707 0.236 1.674 -1.572
O 0.353586 1.150061 -2.210520 -1.238 -1.395 -0.106
O 0.921797 -0.025483 2.049449 0.703 -1.488 1.808
H -2.150507 -0.314355 -2.351897 -1.230 -0.036 -0.515
H -1.835720 -2.338631 -0.502289 -1.639 -1.645 0.604
H 0.329135 1.952880 0.419570 1.751 0.490 -0.857
H -1.336796 2.279665 0.956344 0.989 -1.385 0.513
H 2.434661 -0.436116 0.281197 0.538 -0.569 0.239
H 2.274994 0.309102 -1.380728 0.967 2.195 -2.289
H -0.994288 0.220347 2.518329 -2.068 -0.671 1.183
H 0.892832 -0.635973 2.856781 -0.086 1.275 -1.971
```
Positions in Å, forces in eV/Å.

Values from the calculation:
HOMO (alpha / beta) = -8.071 / -8.070 eV



Computed values of energy above the lowest of the compared OMol25 structures with the same formula, charge and spin (unit: kcal/mol) for the preceding records, in sequence: 0.0 106.9.